Record 1
The following is a DFT calculation (ωB97M-V with the def2-TZVPD basis set) of 2 unconnected molecules or ions with the total composition C2H3O3 in a non-equilibrium geometry.

E_LUMO (alpha / beta) = -7.76 / -7.79 eV
HOMO-LUMO gap (alpha / beta) = 9.713 / 9.693 eV
Multiplicity = 1
Relative energy (zero: lowest compared OMol25 entry of this formula, charge and spin) = 9.9508 eV
M = 75.043 g mol⁻¹
Net charge = +1

Structure (XYZ):
```
8
Properties=species:S:1:pos:R:3:lowdin_charge:R:1
C -1.32251 -0.95707 -0.05621 0.113
C -0.81746 0.14158 0.37961 0.291
O 2.93018 1.40298 -0.36295 0.225
O 1.17322 0.13006 -0.34743 0.034
O 1.86108 1.08670 0.10474 -0.039
H -2.34168 -1.06157 0.15084 0.102
H -0.91178 -1.87048 -0.57693 0.162
H -0.57105 1.12780 0.70833 0.112
```

=====

Record 2
The following is a DFT calculation (ωB97M-V with the def2-TZVPD basis set) of 2 unconnected molecules or ions with the total composition ClH2OP in a non-equilibrium geometry.

E_LUMO (alpha / beta) = -2.75 / -2.23 eV
HOMO-LUMO gap (alpha / beta) = 6.368 / 7.461 eV
Multiplicity = 1
Relative energy (zero: lowest compared OMol25 entry of this formula, charge and spin) = 2.7141 eV
M = 84.442 g mol⁻¹

Structure (XYZ):
```
5
Properties=species:S:1:pos:R:3:lowdin_charge:R:1
O -0.69686 -0.11819 -0.07411 -0.447
P 0.71091 -0.06460 0.70773 0.854
Cl 0.68363 3.05610 1.15037 -0.417
H -1.59793 0.01814 0.28878 0.089
H 1.61966 -0.59448 -0.37512 -0.079
```

=====

Record 3
The following is a DFT calculation (ωB97M-V with the def2-TZVPD basis set) of a molecular structure, C30H30CoFIN5O5 in a non-equilibrium geometry.

E_LUMO (alpha / beta) = -6.44 / -5.98 eV
HOMO-LUMO gap (alpha / beta) = 5.755 / 6.296 eV
Multiplicity = 1
M = 745.435 g mol⁻¹
Net charge = +2

Structure (XYZ):
```
73
Properties=species:S:1:pos:R:3:lowdin_charge:R:1
Co 1.69984 -2.18466 0.88309 0.486
C 3.14192 2.04501 0.28012 -0.006
C 4.00960 0.92150 -0.17404 -0.247
N 5.00799 1.16584 -0.98741 0.145
C 5.78221 0.15447 -1.39693 -0.061
C 5.63451 -1.17051 -1.00571 -0.128
C 6.55405 -2.22782 -1.57343 -0.187
O 7.22568 -2.97349 -0.56740 -0.056
C 4.58642 -1.47276 -0.13549 -0.050
C 4.39816 -2.82497 0.35236 0.018
N 3.30788 -3.28546 0.85549 0.013
C 3.29214 -4.62984 1.33564 -0.281
C 4.11827 -5.62513 0.81631 0.002
C 4.08826 -6.90368 1.34324 -0.040
C 3.23165 -7.21756 2.38800 -0.051
C 2.37930 -6.25055 2.89602 -0.126
C 2.41199 -4.97635 2.35683 -0.573
I 1.07813 -3.52508 3.05972 1.291
C 3.73924 -0.41175 0.30153 -0.269
O 2.75545 -0.59853 1.10016 -0.024
H 3.40316 2.94404 -0.27020 0.087
H 3.27455 2.22324 1.34916 0.094
H 2.08931 1.79840 0.12852 0.069
H 6.56841 0.42111 -2.09472 0.122
H 7.26049 -1.76456 -2.26533 0.127
H 5.97100 -2.95044 -2.14827 0.135
H 7.95762 -2.45567 -0.21708 0.106
H 5.28116 -3.45428 0.31503 0.128
H 4.77058 -5.41704 -0.02076 0.124
H 4.73329 -7.66316 0.92411 0.122
H 3.21105 -8.21814 2.79645 0.120
H 1.69247 -6.49042 3.69566 0.106
C -1.27847 3.66569 -2.72348 -0.048
C -1.73148 2.24559 -3.01963 -0.169
N -1.33289 1.30407 -1.96033 -0.010
C -0.22528 0.57135 -2.14040 0.061
C 0.28673 -0.30912 -1.22779 -0.016
C 1.50265 -1.10028 -1.65022 -0.547
O 2.19650 -0.67367 -2.55053 0.121
O 1.72582 -2.20208 -1.00124 -0.035
C -0.34866 -0.44729 0.02873 -0.241
O 0.06802 -1.17953 0.97365 -0.092
C -1.54945 0.34440 0.23248 -0.039
C -2.24531 0.26135 1.44505 0.101
C -3.36349 1.01055 1.65039 -0.180
F -3.97266 0.94098 2.84875 0.082
C -3.88236 1.87526 0.66324 -0.127
C -3.19211 1.95615 -0.53395 0.061
C -2.02364 1.21307 -0.76245 -0.107
N -5.05112 2.63000 0.85291 -0.091
C -5.09260 4.03193 0.47554 -0.119
C -6.36570 4.28195 -0.34147 -0.063
N -7.41395 3.30266 0.13035 0.063
C -7.31470 3.08385 1.61101 -0.070
C -6.01518 2.32068 1.90374 -0.123
H -1.59950 4.33119 -3.52376 0.089
H -0.19199 3.71557 -2.65889 0.090
H -1.68815 4.03370 -1.78251 0.068
H -1.28242 1.88280 -3.94165 0.130
H -2.81005 2.17514 -3.15767 0.118
H 0.28805 0.69069 -3.08648 0.160
H -1.87560 -0.38196 2.23076 0.145
H -3.57962 2.59452 -1.31312 0.107
H -4.22045 4.30657 -0.11071 0.128
H -5.08331 4.66812 1.36795 0.141
H -6.22386 4.10274 -1.40555 0.137
H -6.76123 5.28555 -0.19583 0.142
H -7.25441 2.40870 -0.33727 0.186
H -8.34613 3.62313 -0.13190 0.190
H -8.18941 2.52958 1.94282 0.144
H -7.33528 4.07158 2.06767 0.140
H -6.20711 1.24885 1.90727 0.139
H -5.67599 2.60419 2.90385 0.138
```